Molecular formula: C14H49N5O6
Method: DFT, wB97M-V/def2-TZVPD

Geometry as XYZ:
```
74
Properties=species:S:1:pos:R:3:mulliken_charge:R:1
N 1.736 4.088 -0.441 -0.14
H 1.280 3.496 0.238 -0.13
H 1.824 3.699 -1.369 0.36
H 2.652 4.290 -0.064 0.43
H 1.218 4.949 -0.538 0.41
N 0.815 0.048 1.979 0.61
H -0.002 -0.531 1.853 0.25
H 1.544 -0.313 1.381 0.18
H 1.078 0.109 2.953 0.59
H 0.562 0.985 1.698 -0.21
C -1.110 3.063 1.274 -0.90
O 0.226 2.585 1.277 -0.87
H -1.317 3.538 2.233 0.27
H -1.326 3.906 0.618 0.34
H -1.837 2.379 0.837 0.11
C 1.284 -0.528 5.473 -0.77
O 1.864 0.281 4.492 -1.01
H 1.952 -0.709 6.315 0.24
H 0.435 -0.054 5.965 0.22
H 0.992 -1.471 5.011 0.21
O 2.014 2.910 3.569 -0.73
H 1.468 3.038 2.794 0.42
H 1.755 2.053 3.907 0.37
C -3.104 -0.810 1.342 -1.31
C -2.228 -2.069 1.588 0.11
C -2.952 -3.366 1.083 -0.72
O -4.258 -3.520 1.580 -0.35
C -4.695 -4.896 1.563 -0.72
N -1.012 -1.767 0.859 -0.46
H -2.607 0.058 1.775 0.30
H -4.100 -0.846 1.784 0.48
H -3.360 -0.563 0.312 0.19
H -1.897 -2.268 2.607 0.57
H -2.322 -4.135 1.529 0.42
H -2.893 -3.513 0.004 0.27
H -4.074 -5.385 2.313 0.30
H -4.615 -5.244 0.534 0.29
H -5.737 -5.061 1.839 0.25
H -0.573 -2.654 0.654 0.23
H -1.304 -1.561 -0.085 0.02
C 4.080 1.144 -0.101 -1.80
C 3.006 0.192 -0.629 1.59
C 3.481 -0.507 -1.919 -1.06
O 3.563 0.421 -2.961 -0.34
C 4.155 -0.145 -4.120 -0.88
N 2.740 -0.805 0.395 -0.61
H 4.188 1.952 -0.825 0.35
H 5.027 0.636 0.082 0.46
H 3.855 1.674 0.825 0.46
H 2.080 0.712 -0.875 -0.70
H 2.718 -1.214 -2.243 0.45
H 4.430 -0.978 -1.662 0.51
H 3.646 -1.036 -4.487 0.33
H 5.207 -0.402 -3.990 0.34
H 4.129 0.528 -4.978 0.27
H 3.583 -0.923 0.940 0.26
H 2.564 -1.726 0.018 0.24
C -0.397 0.189 -1.631 0.01
C -1.789 -0.270 -2.123 0.01
C -1.996 0.024 -3.639 -1.08
O -1.654 1.301 -4.150 -0.37
C -2.487 2.389 -3.643 -0.67
N -1.967 -1.685 -1.817 -0.37
H 0.407 -0.122 -2.298 0.21
H -0.153 -0.161 -0.628 -0.33
H -0.297 1.272 -1.559 0.19
H -2.432 0.384 -1.534 0.11
H -3.017 -0.219 -3.935 0.47
H -1.435 -0.787 -4.104 0.42
H -2.033 3.357 -3.853 0.24
H -2.756 2.239 -2.597 0.27
H -3.429 2.445 -4.188 0.30
H -1.452 -2.193 -2.523 0.27
H -2.941 -1.894 -1.983 0.32
```

HOMO-LUMO gap ... 5.06 eV
Net charge ... 0
HOMO energy ... -5.62 eV
2S+1 ... 1
Electronic energy ... -35042.4449 eV